Entry 1:
Formula: C5H14NO2
Source: the Open Molecules 2025 dataset
Level of theory: the ωB97M-V functional and the def2-TZVPD basis

Each line ends with the Löwdin charge.
Positions of all 22 atoms, in Å:
C 0.881 1.678 2.354  -0.107
C 1.080 0.453 1.455  -0.302
N -0.086 -0.452 1.500  -0.055
C 0.299 -1.733 -0.568  -0.066
C -0.633 -0.764 0.175  -0.411
C -1.084 0.413 -0.743  -0.489
O -1.724 -0.031 -1.827  -0.324
H 1.423 2.573 2.033  0.060
H 1.194 1.427 3.371  0.057
H -0.168 1.984 2.423  0.063
H 1.924 -0.179 1.743  0.092
H 1.372 0.827 0.477  0.089
H -0.803 -0.030 2.083  0.079
H 1.370 -1.635 -0.394  0.059
H -0.078 -2.743 -0.391  0.061
H 0.110 -1.606 -1.638  0.055
H -1.572 -1.254 0.281  0.110
H -1.705 1.015 -0.012  0.088
H -0.183 1.046 -0.962  0.085
H -1.247 -0.487 -3.496  -0.006
H 0.126 0.056 -3.725  0.007
O -0.496 -0.558 -4.139  -0.145

Summary:
gap between HOMO and LUMO = 0.2446 Eh
HOMO energy = -2.9301 eV
charge = -1

---

Entry 2:
Formula: C4H13NO2
Source: the Open Molecules 2025 dataset
Level of theory: the ωB97M-V functional and the def2-TZVPD basis

Each line ends with the Löwdin spin population.
Positions of all 20 atoms, in Å:
N 1.405 -0.153 1.772  0.096
C 0.028 0.126 2.245  0.156
C -1.353 2.865 -0.204  0.050
C -0.516 2.055 0.744  0.136
C -0.755 0.818 1.178  0.047
H 1.978 0.657 1.555  0.072
H 1.941 -0.669 2.476  0.091
H -0.007 0.812 3.140  0.051
H -0.433 -0.799 2.600  0.031
H -0.822 2.733 -1.176  0.021
H -2.415 2.557 -0.339  0.001
H -1.384 3.960 -0.032  0.007
H 0.356 2.640 1.015  0.041
H -1.500 0.269 0.599  0.012
H -0.059 -3.806 -4.719  0.008
H 0.896 -4.068 -3.583  0.007
O 0.676 -4.390 -4.472  0.029
H 1.084 -2.097 -0.269  0.026
H 0.327 -1.324 -1.463  0.037
O 0.550 -2.185 -1.068  0.083

Summary:
gap between HOMO and LUMO (alpha / beta) = 0.0924 / 0.3288 Eh
HOMO energy (alpha / beta) = 1.1006 / -5.4209 eV
charge = -1
spin multiplicity = 2

---

Entry 3:
Formula: BrNO5S
Source: the Open Molecules 2025 dataset
Level of theory: the ωB97M-V functional and the def2-TZVPD basis

Each line ends with the Löwdin spin population.
Positions of all 8 atoms, in Å:
N -0.353 -1.179 -0.285  -0.006
O -1.211 -1.580 0.417  0.021
O -0.310 -0.960 -1.421  -0.004
O -0.496 1.793 1.736  0.022
O -0.171 1.947 -0.691  0.005
O 0.918 -0.692 0.510  0.632
S -0.623 1.189 0.443  0.019
Br 2.245 -0.518 -0.710  1.313

Summary:
gap between HOMO and LUMO (alpha / beta) = 0.2717 / 0.2665 Eh
HOMO energy (alpha / beta) = -8.2608 / -11.5247 eV
spin multiplicity = 3

---

Entry 4:
Formula: C3H3N2OS
Source: the Open Molecules 2025 dataset
Level of theory: the ωB97M-V functional and the def2-TZVPD basis

Each line ends with the Löwdin charge.
Positions of all 10 atoms, in Å:
C 1.421 0.324 0.511  -0.312
C -0.601 0.657 -0.415  -0.473
C 2.224 -0.715 0.254  -0.181
N 0.695 1.073 -0.400  -0.070
N -1.021 -0.424 0.221  -0.463
O 3.196 -1.343 -0.131  0.009
S -2.726 -0.833 0.250  0.529
H 1.032 0.284 1.581  0.107
H -1.311 1.314 -0.899  0.067
H -2.908 -0.337 -0.971  -0.213

Summary:
gap between HOMO and LUMO = 0.2427 Eh
HOMO energy = -3.0770 eV
charge = -1

---

Entry 5:
Formula: H20O10
Source: the Open Molecules 2025 dataset
Level of theory: the ωB97M-V functional and the def2-TZVPD basis

Each line ends with the Löwdin charge.
Positions of all 30 atoms, in Å:
H 0.534 -0.239 -0.497  0.038
H -0.865 -0.034 0.058  0.030
H -2.892 0.052 0.539  -0.005
H -3.638 -0.893 1.466  0.044
H -2.300 -1.276 -1.950  0.075
H -3.244 -1.741 -0.853  0.055
H 3.031 -3.241 0.482  0.044
H 2.387 -4.573 0.131  0.053
H -0.270 3.944 0.204  0.014
H -1.617 3.936 0.908  0.038
H 1.970 -1.186 3.527  0.034
H 2.495 -2.591 3.284  0.023
H 0.929 4.105 -2.133  0.045
H 1.586 2.786 -1.761  0.043
H 2.931 -2.065 -1.641  0.020
H 2.305 -3.246 -2.364  0.034
H -5.933 -0.097 0.039  0.050
H -4.710 -0.784 -0.546  -0.009
H 3.428 2.835 0.704  0.029
H 3.097 4.061 -0.131  0.000
O -0.385 -0.489 -0.642  -0.069
O -3.564 0.038 1.230  -0.068
O -2.619 -1.041 -1.071  -0.072
O 2.753 -3.776 -0.270  -0.062
O -0.741 3.536 0.940  -0.056
O 2.661 -1.797 3.805  -0.056
O 1.786 3.713 -1.933  -0.044
O 3.133 -2.760 -2.277  -0.088
O -5.502 -0.956 -0.024  -0.072
O 3.254 3.780 0.778  -0.064

Summary:
gap between HOMO and LUMO = 0.3717 Eh
HOMO energy = -10.5014 eV
SMILES = O.O.O.O.O.O.O.O.O.O

---

Entry 6:
Formula: C6H16N3
Source: the Open Molecules 2025 dataset
Level of theory: the ωB97M-V functional and the def2-TZVPD basis

Each line ends with the Löwdin charge.
Positions of all 25 atoms, in Å:
C 1.443 1.217 1.484  -0.197
C 0.950 2.318 0.999  -0.007
C 2.413 -0.532 2.737  -0.063
C -1.667 -0.470 0.112  0.005
C -1.826 -0.698 -2.294  -0.026
C 0.295 -1.267 -1.032  0.042
N 1.589 0.044 1.724  0.024
N -0.606 1.018 -1.331  0.109
N -0.966 -0.387 -1.209  -0.437
H 1.411 2.917 0.272  0.058
H -0.014 1.274 -0.500  0.068
H 0.011 2.645 1.502  0.102
H 2.261 -1.537 2.820  0.057
H 2.378 0.034 3.608  0.076
H 3.448 -0.316 2.563  0.096
H -1.010 -0.408 0.906  0.053
H -2.245 0.505 0.214  0.142
H -2.183 -1.460 0.047  0.127
H -2.314 -1.622 -2.228  0.097
H -2.763 -0.080 -2.219  0.143
H -1.386 -0.467 -3.209  0.097
H 0.901 -0.866 -0.142  0.082
H -0.178 -2.263 -0.682  0.135
H 0.862 -1.128 -2.012  0.131
H -0.805 1.528 -2.130  0.086

Summary:
gap between HOMO and LUMO = 0.3693 Eh
HOMO energy = -12.6451 eV
charge = +1

---

The following energy relative to the best compared isomer or geometry (same formula, charge and spin) values (in kcal/mol) correspond, in order, to the records above: 18.8; 25.4; 2.5; 47.4; 108.2; 85.7.
The following calculated total energy values (in eV) correspond, in order, to the records above: -10996.79066; -9941.69706; -92595.43155; -19020.87431; -20797.92075; -10941.13099.